DFT (the ωB97M-V functional and the def2-TZVPD basis) results for a gas-phase ion, C2H2NO2P2 (charge -1).

CARTESIAN COORDINATES (ANGSTROEM)
P: -0.802 2.507 1.297
P: 0.759 1.185 1.233
O: -0.137 -2.588 -0.259
O: -0.050 -1.950 -2.419
N: 1.060 -0.832 -0.589
C: 0.178 0.297 -0.169
C: 0.236 -1.901 -1.210
H: -0.826 0.505 -0.494
H: -0.417 2.778 2.610

- Total energy: -965.32857 a.u.
- Gap between HOMO and LUMO (spin up / spin down): 6.547 / 6.645 eV
- LUMO (spin up / spin down): 2.03 / 2.22 eV
- Spin multiplicity: 1
- Total charge: -1



DFT (the ωB97M-V functional and the def2-TZVPD basis) results for 2 unconnected molecules or ions with the total composition C2H2NO2S.

CARTESIAN COORDINATES (ANGSTROEM)
S: -2.456 0.533 0.173
O: -3.369 1.435 0.999
O: 3.266 0.010 0.677
N: -2.328 -0.900 0.480
C: 1.200 -0.288 -0.683
C: 2.358 -0.149 -0.060
H: 0.454 0.081 -0.017
H: 0.875 -0.721 -1.569

- Total energy: -680.80493 a.u.
- Gap between HOMO and LUMO: 6.784 eV
- LUMO: 3.20 eV
- Spin multiplicity: 1
- Total charge: -1



DFT (the ωB97M-V functional and the def2-TZVPD basis) results for a gas-phase ion, C2H2NO2S2 (charge -1).

CARTESIAN COORDINATES (ANGSTROEM)
S: -1.915 -0.866 -0.785
S: 0.040 3.145 -0.502
O: 0.908 0.207 -2.314
O: 1.461 3.453 -0.418
N: -0.209 1.829 -1.242
C: 0.258 0.615 -1.354
C: -0.269 -0.347 -0.302
H: -0.212 0.379 0.555
H: 0.360 -1.285 -0.202

- Total energy: -1079.01225 a.u.
- Gap between HOMO and LUMO (spin up / spin down): 4.991 / 4.999 eV
- LUMO (spin up / spin down): 2.02 / 2.02 eV
- Spin multiplicity: 1
- Total charge: -1



DFT (the ωB97M-V functional and the def2-TZVPD basis) results for 2 unconnected molecules or ions with the total composition C2H2NO3.

CARTESIAN COORDINATES (ANGSTROEM)
O: -1.927 0.455 -0.463
O: -1.622 -1.629 0.274
O: 0.589 1.115 0.890
N: 0.851 1.106 -0.569
C: -1.316 -0.482 -0.031
C: 0.235 0.067 0.126
H: 1.420 -1.369 0.340
H: 1.771 0.737 -0.567

- Total energy: -357.75589 a.u.
- Gap between HOMO and LUMO: 8.416 eV
- LUMO: 4.31 eV
- Spin multiplicity: 1
- Total charge: -1



DFT (the ωB97M-V functional and the def2-TZVPD basis) results for a gas-phase ion, C2H2NO3 (charge -1).

CARTESIAN COORDINATES (ANGSTROEM)
O: 2.234 0.481 -0.987
O: 1.506 -1.713 1.565
O: 3.450 -0.532 1.317
N: 1.614 0.079 0.015
C: 0.314 0.716 0.340
C: 2.303 -0.928 1.107
H: -0.163 -0.029 0.985
H: 0.036 1.251 -0.557

- Total energy: -357.85665 a.u.
- Gap between HOMO and LUMO: 8.477 eV
- SMILES: C=[N+]([O-])C(=O)[O-]
- LUMO: 4.46 eV
- Spin multiplicity: 1
- Total charge: -1



DFT (the ωB97M-V functional and the def2-TZVPD basis) results for 2 unconnected molecules or ions with the total composition C2H2NO3.

CARTESIAN COORDINATES (ANGSTROEM)
O: -2.211 -0.908 0.584
O: 1.881 0.197 1.225
O: 1.874 0.363 -1.133
N: 0.519 0.859 0.786
C: 1.434 0.519 -0.044
C: -1.380 -0.497 -0.186
H: -1.475 0.628 -0.733
H: -0.642 -1.162 -0.499

- Total energy: -357.81912 a.u.
- Gap between HOMO and LUMO: 7.719 eV
- LUMO: 4.24 eV
- Spin multiplicity: 1
- Total charge: -1



Looking at energy relative to the best compared isomer or geometry (same formula, charge and spin) for the records above, in order, we have 265.7, 268.6, 279.6, 638.6, 374.1, 472.6 kJ/mol.